C50H77F9O33 | ωB97M-V/def2-TZVPD

* E_HOMO: -9.4999 eV
* lowest unoccupied orbital energy: 0.007 Ha
* calculated total energy: -5333.29006 hartree
* structure (SMILES): CCOC(=O)C(F)(F)F.CCOC(=O)C(F)(F)F.CCOC(=O)C(F)(F)F.C[C@H]1COC(=O)O1.C[C@H]1COC(=O)O1.C[C@H]1COC(=O)O1.C[C@H]1COC(=O)O1.C[C@H]1COC(=O)O1.C[C@H]1COC(=O)O1.C[C@H]1COC(=O)O1.C[C@H]1COC(=O)O1.COCCOCCOC

The geometry in ORCA input format:
```
! wB97M-V def2-TZVPD RIJCOSX def2/J DEFGRID3
* xyz 0 1
C -11.7357 21.8291 -18.6167
C -11.1948 20.4565 -18.9697
O -10.0558 20.1185 -18.1719
C -8.8466 20.3554 -18.6683
O -8.6001 20.7737 -19.7629
C -7.7285 19.9647 -17.6790
F -8.1703 19.0955 -16.7629
F -6.7200 19.4081 -18.3342
F -7.3051 21.0698 -17.0492
H -11.0507 22.6285 -18.8982
H -11.8891 21.8919 -17.5374
H -12.6929 21.9691 -19.1168
H -10.9281 20.4202 -20.0266
H -11.9591 19.7034 -18.7861
C -16.5395 15.3678 -17.9421
C -15.1173 15.8741 -18.1430
O -14.5472 15.3682 -19.3574
C -14.1170 14.1293 -19.4091
O -13.9201 13.4053 -18.4701
C -13.8209 13.6691 -20.8507
F -14.1917 14.5782 -21.7537
F -12.5164 13.4271 -21.0342
F -14.4895 12.5338 -21.0619
H -17.2036 15.7616 -18.7161
H -16.9435 15.7183 -16.9923
H -16.6297 14.2826 -18.0075
H -14.5083 15.5943 -17.2855
H -15.1902 16.9507 -18.2643
C -9.5434 21.8390 -15.3824
C -10.8987 22.0121 -14.7210
O -10.7624 22.2489 -13.3167
C -10.9736 23.4860 -12.8737
O -11.2451 24.4491 -13.5247
C -10.7735 23.5924 -11.3429
F -10.5254 22.4078 -10.7906
F -9.7381 24.4082 -11.1121
F -11.8481 24.1349 -10.7747
H -9.0856 20.9510 -14.9451
H -8.8670 22.6871 -15.2920
H -9.7294 21.6948 -16.4479
H -11.4786 21.1025 -14.8993
H -11.5194 22.7712 -15.1991
C -13.3698 9.9717 -14.6800
C -13.1903 10.5368 -13.2954
C -11.8145 10.3929 -12.6387
O -11.3763 11.7422 -12.4293
C -12.3512 12.6066 -12.7780
O -12.3166 13.7877 -12.6046
O -13.3867 11.9686 -13.3411
H -13.3631 8.8828 -14.7410
H -12.5828 10.3384 -15.3373
H -14.3444 10.2704 -15.0682
H -13.9927 10.2031 -12.6345
H -11.1301 9.8099 -13.2502
H -11.9228 9.9478 -11.6504
C -15.9103 19.5960 -19.7117
C -16.2820 20.1000 -18.3362
C -15.8899 21.5473 -18.0371
O -17.0167 22.0145 -17.3018
C -18.0799 21.1931 -17.4752
O -19.1703 21.4053 -17.0652
O -17.7086 20.1176 -18.2164
H -16.1987 20.3072 -20.4840
H -16.3174 18.5990 -19.8819
H -14.8284 19.4608 -19.7909
H -15.8882 19.4403 -17.5631
H -15.7500 22.2108 -18.8932
H -14.9814 21.5745 -17.4368
C -15.4820 15.1014 -13.3857
C -16.8575 15.4157 -12.8742
C -16.8979 16.4366 -11.7174
O -17.8660 17.3869 -12.1028
C -18.2050 17.1969 -13.4016
O -18.9589 17.8844 -14.0075
O -17.5487 16.1389 -13.9182
H -15.0402 16.0179 -13.7816
H -15.4624 14.4064 -14.2304
H -14.8645 14.5995 -12.6387
H -17.4230 14.5315 -12.5753
H -15.8975 16.8577 -11.5841
H -17.1742 15.9373 -10.7904
C -11.3162 16.6671 -19.2806
C -10.0260 15.8910 -19.4248
C -9.0021 16.4628 -20.4249
O -7.8109 16.5966 -19.6544
C -8.0353 16.3151 -18.3530
O -7.2188 16.4568 -17.4994
O -9.3267 16.0112 -18.1667
H -11.8863 16.6318 -20.2144
H -11.1280 17.7122 -19.0355
H -11.9616 16.1824 -18.5461
H -10.2729 14.8397 -19.5769
H -9.2735 17.4339 -20.8353
H -8.8073 15.7302 -21.2065
C -6.1052 14.6123 -14.8242
C -6.4464 15.2968 -13.5330
C -5.4890 16.3901 -13.0419
O -6.3229 17.5369 -12.8699
C -7.5608 17.2875 -13.3118
O -8.4652 18.0744 -13.3114
O -7.6981 16.0061 -13.6515
H -6.1008 15.2270 -15.7247
H -6.8560 13.8351 -14.9819
H -5.1516 14.0892 -14.7268
H -6.5983 14.5541 -12.7513
H -4.6790 16.6505 -13.7303
H -4.9788 16.1393 -12.1157
C -11.8836 15.9044 -14.9620
C -12.2006 17.3791 -14.9868
C -11.0338 18.2792 -15.3822
O -11.6002 19.1529 -16.3714
C -12.7846 18.6673 -16.7826
O -13.4324 19.1386 -17.6729
O -13.1629 17.6189 -16.0443
H -12.6671 15.2518 -14.5787
H -11.0000 15.7104 -14.3474
H -11.6610 15.5066 -15.9578
H -12.7000 17.6534 -14.0641
H -10.2308 17.6935 -15.8321
H -10.6271 18.8681 -14.5649
C -9.4247 13.3733 -15.8516
C -10.6092 12.6556 -16.4743
C -10.5703 12.5427 -18.0142
O -10.4322 11.1619 -18.2759
C -10.3310 10.4608 -17.1202
O -10.1290 9.2927 -17.0582
O -10.5733 11.2749 -16.0757
H -8.5611 13.1377 -16.4815
H -9.2129 13.0388 -14.8390
H -9.5701 14.4514 -15.9060
H -11.5763 13.0293 -16.1302
H -9.7232 13.1256 -18.3837
H -11.4916 12.9308 -18.4454
C -12.0594 19.3997 -11.9848
C -10.7152 19.0456 -11.3944
C -10.4707 19.6433 -9.9909
O -10.4625 18.5334 -9.1037
C -10.6359 17.3905 -9.7952
O -10.6190 16.3001 -9.3080
O -10.7008 17.6309 -11.1064
H -12.8779 19.2153 -11.2874
H -12.2764 18.8512 -12.8947
H -12.0043 20.4571 -12.2549
H -9.9307 19.2906 -12.1031
H -11.2313 20.3556 -9.6802
H -9.4991 20.1361 -9.9624
C -4.0599 10.9482 -8.7484
O -4.2397 11.9666 -9.7039
C -3.5728 13.1544 -9.3733
C -3.9821 14.2645 -10.3376
O -5.3624 14.2970 -10.6416
C -6.2108 14.2218 -9.5239
C -7.5848 14.7104 -9.9234
O -8.0626 14.0086 -11.0468
C -9.3753 14.4449 -11.3713
H -4.4311 10.0276 -9.1998
H -4.6747 11.1389 -7.8621
H -3.0095 10.7887 -8.4887
H -2.4884 12.9848 -9.3185
H -3.8060 13.4925 -8.3494
H -3.4029 14.2238 -11.2589
H -3.7565 15.2248 -9.8477
H -5.8542 14.8653 -8.7069
H -6.2985 13.2074 -9.1217
H -7.4848 15.7799 -10.1843
H -8.3084 14.6674 -9.1017
H -9.4443 15.5339 -11.3616
H -10.0993 14.0926 -10.6371
H -9.5818 14.1326 -12.3915
*
```

Atom charges from the Löwdin analysis, given in e for atoms 1 to 99: -0.03, -0.21, -0.02, -0.39, 0.17, -0.54, 0.16, 0.19, 0.17, 0.09, 0.07, 0.08, 0.13, 0.07, -0.04, -0.18, 0.03, -0.41, 0.15, -0.54, 0.17, 0.16, 0.18, 0.08, 0.08, 0.08, 0.11, 0.11, -0.03, -0.19, 0.02, -0.38, 0.18, -0.54, 0.16, 0.17, 0.18, 0.08, 0.10, 0.06, 0.11, 0.12, -0.01, -0.29, -0.06, 0.07, -0.56, 0.13, 0.07, 0.10, 0.07, 0.09, 0.15, 0.14, 0.13, -0.02, -0.33, -0.09, 0.06, -0.56, 0.18, 0.08, 0.09, 0.08, 0.07, 0.13, 0.13, 0.12, -0.03, -0.30, -0.10, 0.07, -0.56, 0.17, 0.07, 0.09, 0.09, 0.08, 0.15, 0.13, 0.13, 0.01, -0.28, -0.06, 0.07, -0.57, 0.16, 0.06, 0.10, 0.08, 0.08, 0.13, 0.14, 0.14, -0.01, -0.28, -0.06, 0.09, -0.56



C50H85N11 | ωB97M-V/def2-TZVPD

* E_HOMO: -8.1101 eV
* lowest unoccupied orbital energy: 0.008 Ha
* energy above the lowest of the compared OMol25 structures with the same formula, charge and spin: 403.69 kJ/mol
* calculated total energy: -2558.24694 hartree
* structure (SMILES): c1cc[nH]c1.c1cc[nH]c1.c1cc[nH]c1.c1cc[nH]c1.c1cc[nH]c1.c1cc[nH]c1.c1cc[nH]c1.c1cc[nH]c1.CCN(CC)CC.CCN(CC)CC.CCN(CC)CC

The geometry in ORCA input format:
```
! wB97M-V def2-TZVPD RIJCOSX def2/J DEFGRID3
* xyz 0 1
C 6.4128 19.9183 -0.7247
C 7.6980 20.3625 -0.4860
C 8.1696 19.6647 0.6353
N 7.1941 18.7952 1.0385
C 6.1515 18.9053 0.1442
H 5.8512 20.3061 -1.5618
H 8.2517 21.0883 -1.0631
H 9.0602 19.7163 1.2440
H 7.2062 18.2568 1.8929
H 5.3068 18.2353 0.2068
C 8.6933 8.6453 -10.6852
C 7.3982 9.2084 -10.4609
C 7.3133 9.5768 -9.1570
N 8.5237 9.4077 -8.6087
C 9.4292 8.8629 -9.4977
H 8.9861 8.0185 -11.5145
H 6.6012 9.0434 -11.1708
H 6.4378 9.8445 -8.5840
H 8.8071 9.7078 -7.6868
H 10.4487 8.5870 -9.2720
C 8.3890 10.5259 -3.6771
C 7.4988 9.5136 -3.3830
C 6.2212 9.8865 -3.7758
N 6.3617 11.1145 -4.3601
C 7.6430 11.5772 -4.2724
H 9.4263 10.5107 -3.3771
H 7.7458 8.5402 -2.9857
H 5.2064 9.5184 -3.7418
H 5.5723 11.5900 -4.7736
H 7.8790 12.5939 -4.5499
C 2.8023 13.2892 0.7024
C 1.4797 13.5636 1.1326
C 0.6809 12.5139 0.6910
N 1.4390 11.6858 -0.0843
C 2.7109 12.1665 -0.1107
H 3.7434 13.6950 1.0432
H 1.1396 14.3159 1.8288
H -0.3773 12.3384 0.8168
H 1.2078 10.7886 -0.4865
H 3.4782 11.5781 -0.5918
C -5.5989 16.3613 -6.2181
C -5.8709 16.5483 -7.5993
C -7.1706 16.0618 -7.7778
N -7.6585 15.5873 -6.6035
C -6.7188 15.7719 -5.6269
H -4.6888 16.5447 -5.6663
H -5.2191 17.1295 -8.2347
H -7.8370 16.0709 -8.6276
H -8.5912 15.2568 -6.4011
H -6.8704 15.6406 -4.5657
C -1.7828 16.2372 -11.7878
C -1.7686 16.4444 -13.1921
C -0.5938 17.1203 -13.4104
N 0.0256 17.3827 -12.2187
C -0.6579 16.8238 -11.1946
H -2.5653 15.7382 -11.2353
H -2.5472 16.0761 -13.8437
H -0.2617 17.4308 -14.3900
H 0.9180 17.8536 -12.1745
H -0.4024 16.9051 -10.1484
C -5.8384 14.2596 0.0805
C -4.6120 14.2825 -0.5941
C -4.2087 15.6226 -0.7839
N -5.2415 16.4209 -0.3334
C -6.1999 15.6091 0.2291
H -6.4459 13.4022 0.3302
H -4.0963 13.4273 -1.0053
H -3.3294 16.0635 -1.2299
H -5.2014 17.4285 -0.2768
H -7.1681 15.9787 0.5332
C 9.4347 19.0967 -7.8902
C 10.4278 18.2494 -7.3241
C 10.1980 18.1235 -5.9716
N 9.1586 18.9193 -5.6660
C 8.6862 19.5413 -6.8139
H 9.3254 19.4472 -8.9059
H 11.2871 17.8347 -7.8300
H 10.7767 17.6483 -5.1934
H 8.7367 18.9844 -4.7507
H 7.9110 20.2932 -6.8101
C 9.0157 13.3624 -14.9153
C 7.8423 14.3700 -14.5252
N 8.1966 15.6538 -13.9568
C 9.1094 16.3680 -14.8575
C 8.5079 16.7068 -16.2453
C 8.7039 15.6119 -12.5571
C 7.8590 14.8216 -11.5640
H 9.6740 13.7975 -15.6673
H 8.6251 12.4715 -15.4069
H 9.6154 13.0768 -14.0510
H 7.2906 14.4863 -15.4580
H 7.0352 13.9863 -13.9011
H 9.3794 17.3186 -14.3977
H 10.0796 15.9068 -15.0421
H 7.4463 16.9453 -16.3100
H 8.9948 17.5195 -16.7843
H 8.6174 15.8476 -16.9069
H 8.9320 16.5937 -12.1423
H 9.6367 15.0483 -12.5395
H 7.9137 13.7811 -11.8842
H 6.8680 15.2201 -11.3469
H 8.4565 14.8257 -10.6524
C 0.3493 14.2199 -5.7419
C 1.5493 13.3588 -5.2476
N 2.7547 13.4718 -6.0836
C 3.3709 14.8193 -6.0320
C 3.7896 15.3343 -4.6015
C 2.4946 13.0312 -7.4189
C 2.0376 11.5650 -7.5294
H -0.5693 14.0893 -5.1699
H 0.1003 14.0383 -6.7874
H 0.5570 15.2845 -5.8494
H 1.7735 13.6797 -4.2303
H 1.2645 12.3103 -5.1601
H 4.2569 14.7291 -6.6604
H 2.7402 15.5469 -6.5428
H 4.3592 14.5799 -4.0589
H 4.5450 16.1161 -4.5228
H 2.9204 15.6546 -4.0270
H 3.4106 13.1799 -7.9907
H 1.7685 13.6866 -7.9000
H 0.9587 11.6144 -7.3820
H 2.3796 10.9145 -6.7244
H 2.1860 11.0746 -8.4914
C -2.3463 7.3350 -0.8391
C -1.0640 6.5041 -0.7689
N 0.1140 7.0672 -1.4737
C 1.3285 6.2541 -1.3597
C 1.6133 5.9777 0.1043
C -0.0016 7.4908 -2.8748
C -0.5712 6.4098 -3.7908
H -3.1147 6.7342 -0.3524
H -2.5096 7.6287 -1.8760
H -2.1336 8.2234 -0.2446
H -0.9517 6.1835 0.2668
H -1.3016 5.5348 -1.2074
H 1.1851 5.3452 -1.9440
H 2.1933 6.7730 -1.7732
H 1.6099 6.9314 0.6322
H 0.8826 5.3147 0.5674
H 2.5570 5.4782 0.3235
H 0.9210 7.8935 -3.2927
H -0.6164 8.3909 -2.8767
H -1.5574 6.0788 -3.4654
H 0.0942 5.5466 -3.8067
H -0.6087 6.6182 -4.8600
*
```

Atom charges from the Löwdin analysis, given in e for atoms 1 to 99: -0.14, -0.12, -0.13, 0.01, -0.15, 0.10, 0.09, 0.10, 0.15, 0.10, -0.10, -0.13, -0.17, -0.01, -0.11, 0.08, 0.09, 0.11, 0.15, 0.10, -0.12, -0.14, -0.13, -0.02, -0.12, 0.09, 0.09, 0.10, 0.14, 0.10, -0.11, -0.11, -0.14, 0.00, -0.16, 0.09, 0.09, 0.10, 0.15, 0.10, -0.12, -0.10, -0.15, -0.01, -0.14, 0.08, 0.09, 0.10, 0.15, 0.10, -0.12, -0.11, -0.16, -0.01, -0.14, 0.08, 0.09, 0.10, 0.15, 0.10, -0.11, -0.13, -0.12, 0.00, -0.15, 0.09, 0.08, 0.10, 0.14, 0.10, -0.11, -0.12, -0.16, -0.01, -0.13, 0.09, 0.09, 0.11, 0.15, 0.10, -0.06, -0.25, -0.18, -0.26, -0.09, -0.25, -0.10, 0.05, 0.06, 0.06, 0.10, 0.10, 0.10, 0.10, 0.07, 0.07, 0.06, 0.11, 0.10



C50H85N3O3S2 | ωB97M-V/def2-TZVPD

* E_HOMO (spin up / spin down): -7.9138 / -7.9133 eV
* lowest unoccupied orbital energy (spin up / spin down): -0.004 / -0.013 Ha
* expectation value of S²: 2.010
* calculated total energy: -3141.36293 hartree

The geometry in ORCA input format:
```
! wB97M-V def2-TZVPD RIJCOSX def2/J DEFGRID3
* xyz 0 3
C -5.8136 0.4234 4.7513
C -5.3548 -0.5020 3.4525
C -4.4588 -1.7592 4.0227
C -4.1216 -2.9061 2.8790
C -3.4647 -2.3062 1.4986
C -2.0744 -3.0648 1.0316
C -2.1652 -3.7704 -0.4538
C -2.2571 -2.6442 -1.6492
C -1.1501 -2.8745 -2.8651
C -0.9636 -1.3772 -3.5725
C -0.5603 -1.4831 -5.1688
C 0.8075 -0.6166 -5.5104
C 0.5366 0.6267 -6.5822
C 0.2743 2.0382 -5.7292
C 1.4217 3.1884 -6.0822
C 2.6346 3.0920 -4.9348
C 2.0777 3.9539 -3.6415
C 1.2152 3.2082 -2.4195
C 0.6151 4.0588 -1.1469
C 0.9198 5.7023 -1.1434
C 1.8204 6.4319 -2.3493
C 2.4266 5.5892 -3.6264
C 3.2949 6.3610 -4.7892
S 2.0816 8.3076 -2.0928
C 2.2938 8.4203 -0.1969
C 3.3684 9.4021 0.5569
C 3.4713 9.3511 2.2202
C 2.5294 8.3475 3.1598
C 2.6499 8.2993 4.8274
S 2.9029 6.5729 5.5080
C 1.3722 5.5057 5.3391
C 1.1197 4.4507 6.5689
C 1.4423 7.4034 2.3124
C 1.3219 7.4067 0.6729
N 0.3265 6.4735 0.0198
O -0.8280 7.0864 -0.2973
H -6.7299 1.1374 4.5081
H -6.0917 -0.2780 5.6485
H -4.8779 1.0576 5.0570
H -4.7627 0.1936 2.7142
H -6.3412 -0.8809 2.9132
H -5.0674 -2.2444 4.9239
H -3.4265 -1.3740 4.4265
H -5.1668 -3.4204 2.6307
H -3.4737 -3.7279 3.4038
H -3.2531 -1.1689 1.6850
H -4.2743 -2.3714 0.6377
H -1.8101 -3.8321 1.8919
H -1.2300 -2.2479 1.0181
H -3.1525 -4.4400 -0.4760
H -1.2646 -4.5221 -0.5616
H -2.1318 -1.5365 -1.2913
H -3.3404 -2.7284 -2.1119
H -1.5097 -3.6203 -3.6935
H -0.1032 -3.1983 -2.4102
H -0.1732 -0.8071 -2.9242
H -1.9815 -0.7880 -3.4656
H -0.3328 -2.6217 -5.4463
H -1.4781 -1.1592 -5.8203
H 1.5693 -1.3782 -6.0249
H 1.2580 -0.2591 -4.4865
H -0.4188 0.3722 -7.2129
H 1.4990 0.8413 -7.2522
H 0.3039 1.7033 -4.5852
H -0.8161 2.4693 -5.8971
H 1.8551 2.9926 -7.1760
H 0.9805 4.2954 -6.0358
H 3.5837 3.5724 -5.4236
H 2.8202 1.9863 -4.5953
H 1.0383 2.0411 -2.4953
H -0.0231 3.5624 -0.2698
H 4.4333 6.4773 -4.4488
H 2.8279 7.4108 -5.1071
H 3.2627 5.7046 -5.7804
H 4.0466 10.1117 -0.1140
H 4.2775 10.0748 2.6988
H 3.6098 8.9452 5.1220
H 1.6641 8.7365 5.3019
H 0.3845 6.1469 5.2076
H 1.4945 4.9004 4.3249
H 1.6663 4.7108 7.5704
H -0.0530 4.4597 6.7898
H 1.3569 3.3626 6.1824
H 0.6961 6.6744 2.8923
H -0.6682 7.5300 -1.1976
C 6.3203 -3.2618 -6.3464
C 5.0501 -3.1967 -7.2483
C 4.8819 -4.5183 -8.0519
C 5.8519 -4.6555 -9.2155
C 5.7619 -3.4392 -10.1304
C 5.9714 -2.1019 -9.3724
N 5.1186 -1.9846 -8.1361
O 3.8090 -1.6949 -8.5567
C 7.4763 -1.9703 -9.0103
C 5.7379 -0.9240 -10.3745
C 3.8724 -3.1451 -6.2149
H 6.7716 -4.2600 -6.3473
H 7.0949 -2.5482 -6.6216
H 6.0950 -3.0106 -5.3019
H 3.8598 -4.5825 -8.4501
H 4.9971 -5.3836 -7.3865
H 6.8732 -4.7914 -8.8464
H 5.6090 -5.5591 -9.7880
H 6.5037 -3.5416 -10.9325
H 4.7801 -3.4425 -10.6236
H 7.6539 -1.0958 -8.3717
H 8.0903 -1.8359 -9.9099
H 7.8809 -2.8541 -8.5126
H 4.7452 -0.9531 -10.8380
H 6.4588 -0.9596 -11.2011
H 5.8579 0.0466 -9.8778
H 3.8941 -2.2156 -5.6340
H 3.9443 -3.9802 -5.5060
H 2.8879 -3.2287 -6.6892
C -6.7562 -3.1260 10.7135
C -6.2093 -3.3092 9.2648
C -6.1597 -4.8174 8.8859
C -5.0187 -5.5774 9.5450
C -3.6869 -4.8932 9.2580
C -3.6814 -3.3965 9.6664
N -4.8701 -2.6365 9.1381
O -4.6432 -2.4019 7.7710
C -3.6233 -3.3078 11.2162
C -2.3215 -2.7670 9.2185
C -7.3200 -2.6568 8.3715
H -7.1226 -4.0686 11.1343
H -6.0301 -2.7123 11.4110
H -7.5883 -2.4111 10.7503
H -6.0561 -4.9229 7.7971
H -7.1092 -5.3042 9.1432
H -5.1896 -5.6623 10.6227
H -4.9913 -6.6028 9.1562
H -2.8889 -5.4333 9.7832
H -3.4649 -4.9918 8.1865
H -3.7347 -2.2708 11.5569
H -2.6584 -3.6651 11.5979
H -4.3770 -3.9218 11.7136
H -2.1393 -2.8739 8.1431
H -1.4759 -3.2561 9.7187
H -2.2780 -1.7005 9.4709
H -7.3884 -1.5770 8.5480
H -8.3022 -3.0920 8.5977
H -7.1520 -2.8180 7.3004
*
```

Atom charges from the Löwdin analysis, given in e for atoms 1 to 99: -0.15, -0.27, -0.23, -0.22, -0.21, -0.22, -0.22, -0.22, -0.21, -0.23, -0.20, -0.20, -0.18, -0.20, -0.20, -0.18, -0.09, -0.02, 0.02, -0.12, -0.33, -0.14, -0.12, 0.79, -0.37, -0.06, -0.03, -0.16, -0.48, 0.74, -0.57, -0.19, 0.06, -0.12, -0.25, -0.05, 0.08, 0.06, 0.08, 0.10, 0.11, 0.11, 0.12, 0.11, 0.10, 0.10, 0.12, 0.10, 0.11, 0.12, 0.11, 0.11, 0.12, 0.11, 0.12, 0.10, 0.11, 0.11, 0.11, 0.09, 0.09, 0.10, 0.11, 0.08, 0.11, 0.11, 0.12, 0.10, 0.11, 0.08, 0.10, 0.10, 0.09, 0.07, 0.09, 0.09, 0.10, 0.09, 0.09, 0.08, 0.08, 0.09, 0.08, 0.09, 0.12, -0.03, -0.46, -0.15, -0.19, -0.14, -0.48, -0.02, -0.04, -0.05, -0.05, -0.06, 0.09, 0.06, 0.08